Computed, not measured: an isolated molecule of C7H9O2P, with ωB97M-V with the def2-TZVPD basis set.

XYZ file:
```
19
Properties=species:S:1:pos:R:3:forces:R:3
C -1.112 0.271 0.746 0.68 2.20 1.19
C -1.499 -0.923 0.325 -3.65 -1.61 -1.63
C 0.236 0.761 1.163 1.89 -0.20 -2.32
C -0.584 -1.943 -0.064 1.08 -2.03 -0.67
C -0.231 -0.780 -1.011 -0.08 -0.82 0.43
C 1.236 -0.410 1.094 -1.10 -1.40 1.08
C 0.751 -1.379 0.013 -0.73 2.54 0.31
O 0.659 1.767 0.111 -0.73 -1.25 0.65
O -1.306 1.756 -1.738 0.33 -0.58 0.27
P 0.142 1.664 -1.434 0.49 2.81 -1.14
H -1.832 1.064 0.855 -0.43 0.05 -0.50
H -2.555 -0.956 -0.172 1.82 -0.19 1.46
H 0.210 1.340 2.084 0.10 -0.18 0.02
H -0.732 -3.012 -0.363 -0.62 1.39 0.31
H 2.299 -0.277 0.864 -0.37 0.91 0.51
H 1.107 -0.969 2.042 0.61 0.40 -0.06
H 1.532 -1.800 -0.530 1.12 -1.25 -0.78
H 1.018 0.826 -2.198 -0.42 0.46 0.53
H 0.663 3.000 -1.786 -0.01 -1.22 0.34
```
Positions in Å, forces in eV/Å.

Total energy (a.u.): -763.77579
Max |F| (eV/A): 4.31
Frontier orbital gap (eV): 9.199
Energy above the lowest of the compared OMol25 structures with the same formula, charge and spin (kcal per mole): 123.11
LUMO (eV): 0.0900